Molecular formula: C66H174N21O19P7S6
Method: DFT, the ωB97M-V functional and the def2-TZVPD basis

```
293
Properties=species:S:1:pos:R:3:mulliken_charge:R:1
O -2.916 -5.827 1.088 -0.131
P -3.686 -6.762 0.212 -0.193
N -3.117 -8.300 0.468 0.411
C -3.811 -9.582 0.195 -1.221
C -1.650 -8.425 0.662 -0.949
N -3.506 -6.465 -1.431 1.028
C -4.044 -7.429 -2.380 -1.037
C -3.013 -5.254 -2.029 -0.849
N -5.336 -6.767 0.417 0.053
C -5.919 -5.504 -0.111 -0.905
C -5.889 -7.130 1.672 -0.961
H -3.407 -9.980 -0.759 0.392
H -4.843 -9.441 0.046 0.411
H -3.670 -10.342 0.999 0.276
H -1.368 -7.453 1.191 0.004
H -1.097 -8.596 -0.275 0.316
H -1.470 -9.304 1.302 0.416
H -5.024 -7.153 -2.824 0.312
H -3.344 -7.598 -3.202 0.318
H -4.145 -8.385 -1.913 0.173
H -2.916 -4.444 -1.315 -0.357
H -2.075 -5.409 -2.518 0.699
H -3.629 -4.992 -2.888 0.325
H -5.844 -4.631 0.648 0.153
H -5.470 -5.200 -1.015 0.044
H -6.983 -5.612 -0.349 0.498
H -5.809 -6.271 2.445 0.200
H -5.317 -7.967 2.057 0.408
H -6.950 -7.337 1.553 0.333
O -0.092 -3.039 6.399 -1.009
P -1.384 -3.781 6.293 0.733
N -1.348 -5.156 7.289 0.302
C -0.534 -5.077 8.478 -1.139
C -2.482 -6.085 7.447 -1.240
N -1.897 -4.435 4.816 0.794
C -2.158 -3.529 3.721 0.894
C -1.150 -5.628 4.307 -0.784
N -2.616 -2.784 6.778 0.294
C -2.148 -1.413 7.061 -1.080
C -4.036 -2.975 6.547 -0.902
H -1.059 -5.089 9.381 0.353
H 0.087 -4.144 8.508 0.230
H 0.173 -5.917 8.542 0.344
H -2.064 -7.110 7.578 0.338
H -3.190 -6.068 6.636 0.353
H -2.920 -5.977 8.398 0.389
H -2.613 -4.126 2.932 -0.021
H -2.763 -2.579 3.981 -0.530
H -1.174 -3.149 3.292 -0.918
H -0.316 -5.259 3.679 0.013
H -0.670 -6.101 5.176 0.671
H -1.860 -6.303 3.728 0.003
H -1.068 -1.298 7.198 0.311
H -2.340 -0.743 6.232 0.191
H -2.614 -1.031 7.925 0.491
H -4.283 -2.870 5.510 0.232
H -4.655 -2.221 7.040 0.420
H -4.349 -3.926 6.964 0.253
O -0.733 2.965 -3.941 0.209
P -0.380 4.365 -3.655 -1.132
N 1.024 4.645 -2.838 0.867
C 1.328 4.221 -1.471 0.047
C 2.264 4.711 -3.645 -0.452
N -1.524 5.080 -2.689 1.004
C -1.326 6.445 -2.195 -1.492
C -2.913 4.657 -2.949 -0.769
N -0.224 5.133 -5.156 0.422
C 0.064 6.564 -5.204 -1.028
C -0.035 4.448 -6.413 -0.671
H 0.505 4.395 -0.801 -0.620
H 2.098 4.816 -1.012 0.967
H 1.634 3.114 -1.358 -1.017
H 2.098 5.080 -4.699 0.207
H 2.686 3.695 -3.591 -0.077
H 2.969 5.377 -3.158 0.067
H -1.877 7.231 -2.785 0.203
H -1.786 6.518 -1.162 0.339
H -0.306 6.683 -2.023 0.517
H -2.879 3.903 -3.700 -0.012
H -3.333 4.194 -2.045 0.080
H -3.545 5.431 -3.342 0.433
H -0.345 7.133 -4.355 0.126
H 1.121 6.747 -5.405 0.378
H -0.399 6.964 -6.104 0.438
H -0.082 3.373 -6.264 -0.186
H 0.973 4.689 -6.764 0.417
H -0.698 4.760 -7.214 0.239
O -0.966 8.607 1.956 -0.990
P -0.557 7.435 2.722 0.179
N -1.608 6.120 2.858 0.943
C -2.972 6.394 3.264 -1.053
C -1.604 5.025 1.956 -0.770
N -0.353 7.902 4.277 0.164
C 0.055 9.301 4.590 -1.006
C 0.046 6.912 5.289 -0.853
N 0.843 6.703 2.133 0.570
C 1.734 7.462 1.219 -0.614
C 1.479 5.634 2.883 0.271
H -3.724 6.411 2.453 0.294
H -3.120 7.344 3.764 0.453
H -3.310 5.515 3.850 0.263
H -2.475 5.044 1.340 0.464
H -1.552 4.053 2.510 0.159
H -0.738 5.102 1.303 -0.427
H 0.998 9.685 4.179 0.259
H -0.632 10.035 4.192 0.328
H 0.026 9.365 5.632 0.393
H -0.231 7.423 6.279 0.362
H -0.435 5.917 5.161 0.218
H 1.116 6.819 5.470 0.320
H 2.429 8.187 1.706 0.266
H 2.368 6.708 0.700 -0.177
H 1.168 7.890 0.353 0.327
H 2.270 5.917 3.609 0.252
H 2.058 4.927 2.289 -0.825
H 0.708 5.095 3.394 0.223
O 3.915 4.639 1.100 0.229
P 5.229 4.269 0.552 -0.875
N 5.742 5.262 -0.667 0.689
C 6.757 4.963 -1.627 -1.027
C 5.126 6.622 -0.789 -0.789
N 5.364 2.731 -0.118 0.866
C 5.291 1.560 0.728 -1.886
C 4.268 2.596 -1.101 0.456
N 6.334 4.095 1.772 0.508
C 6.219 4.967 2.946 -0.828
C 7.553 3.480 1.692 -1.283
H 7.700 5.531 -1.485 0.309
H 6.371 5.153 -2.656 0.352
H 6.916 3.900 -1.515 0.259
H 4.659 6.875 0.147 0.233
H 4.317 6.684 -1.483 0.110
H 5.789 7.512 -0.952 0.388
H 6.228 1.311 1.116 0.669
H 4.659 1.718 1.623 0.410
H 4.851 0.763 0.213 0.280
H 4.170 3.454 -1.797 -0.423
H 4.480 1.715 -1.673 -0.215
H 3.377 2.482 -0.510 -0.358
H 5.281 5.479 2.851 0.038
H 6.104 4.477 3.912 0.323
H 7.036 5.696 3.005 0.320
H 7.659 3.061 2.714 0.416
H 8.293 4.163 1.516 0.289
H 7.603 2.604 1.020 0.315
O 4.544 -1.520 -5.363 -1.013
P 4.598 -0.293 -4.518 0.510
N 5.694 0.782 -5.119 0.387
C 5.702 2.033 -4.377 -0.691
C 6.718 0.609 -6.129 -0.993
N 4.944 -0.452 -2.921 0.665
C 6.326 -0.451 -2.462 -1.116
C 3.894 -1.259 -2.278 -0.513
N 3.105 0.582 -4.545 1.110
C 2.332 0.403 -5.738 -0.349
C 2.285 0.718 -3.395 0.631
H 6.700 2.139 -3.952 0.396
H 4.966 2.070 -3.575 -0.308
H 5.497 2.898 -4.988 0.456
H 6.443 -0.334 -6.637 0.294
H 7.804 0.559 -5.819 0.272
H 6.686 1.444 -6.878 0.298
H 6.515 -1.355 -1.948 0.397
H 7.044 -0.400 -3.266 0.396
H 6.469 0.443 -1.867 0.158
H 2.998 -1.403 -2.879 -0.427
H 4.160 -2.289 -2.050 0.885
H 3.614 -0.890 -1.300 -0.453
H 1.756 -0.504 -5.718 -0.182
H 1.739 1.292 -5.818 0.027
H 2.964 0.301 -6.589 0.502
H 2.896 0.841 -2.537 0.437
H 1.498 -0.074 -3.243 -1.129
H 1.770 1.690 -3.486 -0.526
O -1.254 -0.396 2.463 -0.960
P -0.800 0.030 1.116 -0.288
N -0.837 -1.241 -0.028 1.215
C -0.755 -2.628 0.403 0.743
C -0.492 -0.956 -1.411 -0.247
N 0.703 0.679 1.012 1.096
C 1.031 1.926 1.679 -0.859
C 1.786 -0.096 0.489 1.545
N -1.806 1.267 0.505 1.395
C -1.265 2.321 -0.362 0.348
C -3.168 1.487 0.860 0.066
H -1.142 -3.225 -0.460 -0.030
H -1.358 -2.860 1.267 -0.726
H 0.290 -2.968 0.495 -0.347
H -1.089 -1.570 -2.037 0.614
H 0.528 -1.067 -1.766 0.094
H -0.782 0.045 -1.672 -0.744
H 0.161 2.271 2.227 0.749
H 1.862 1.802 2.325 0.833
H 1.235 2.765 0.988 -1.135
H 2.749 0.311 0.900 -0.306
H 1.785 -1.168 0.686 -0.843
H 1.932 0.049 -0.634 -0.368
H -0.860 3.204 0.188 -0.764
H -0.531 1.979 -1.076 -0.046
H -2.085 2.698 -0.974 0.243
H -3.814 1.174 0.053 -0.723
H -3.349 2.532 1.084 0.546
H -3.430 0.912 1.783 -0.813
C 1.888 -3.601 -7.231 -0.385
C 0.479 -4.175 -7.436 -0.689
C -0.154 -3.830 -6.092 -0.096
S 1.079 -3.992 -4.780 1.029
O 0.895 -5.326 -4.228 -0.747
O 1.025 -2.828 -3.912 -0.392
C 2.446 -3.942 -5.844 -0.357
H 1.855 -2.492 -7.232 0.027
H 2.549 -3.966 -8.055 0.418
H 0.655 -5.256 -7.526 0.279
H -0.048 -3.887 -8.313 0.441
H -1.001 -4.429 -5.720 0.568
H -0.478 -2.809 -6.026 -0.574
H 2.859 -4.972 -5.818 0.461
H 3.135 -3.213 -5.495 -0.116
C -3.904 -2.087 0.504 1.604
C -4.203 -2.169 -1.029 -0.167
C -4.951 -0.846 -1.343 0.056
S -6.115 -0.699 0.018 1.278
O -7.248 -1.528 -0.411 -0.838
O -6.267 0.663 0.412 -0.581
C -5.198 -1.601 1.231 0.049
H -3.164 -1.321 0.698 -0.734
H -3.544 -2.996 1.025 -0.595
H -4.945 -2.947 -1.224 -0.299
H -3.331 -2.308 -1.682 0.075
H -5.506 -0.873 -2.230 1.092
H -4.210 0.011 -1.378 -0.810
H -5.778 -2.511 1.567 0.430
H -5.067 -0.919 2.039 -0.507
C 1.566 -0.871 4.385 0.652
C 1.755 -2.198 3.631 1.110
C 3.156 -2.203 3.062 -0.048
S 4.081 -1.252 4.246 1.066
O 4.599 -0.006 3.650 -0.518
O 4.990 -2.156 4.899 -0.768
C 2.782 -0.850 5.358 -1.107
H 0.647 -0.900 4.964 -0.104
H 1.488 0.007 3.761 -0.413
H 0.977 -2.341 2.846 -1.479
H 1.713 -3.035 4.380 0.556
H 3.289 -1.727 2.091 -0.623
H 3.655 -3.138 3.107 0.642
H 3.051 0.084 5.800 0.574
H 2.686 -1.600 6.105 0.405
C -6.948 2.479 4.006 -0.813
C -5.581 2.841 3.368 -0.150
C -4.520 2.202 4.208 -0.476
S -5.324 0.686 4.860 1.076
O -5.600 0.880 6.276 -0.842
O -4.679 -0.463 4.359 -0.335
C -6.954 0.953 4.055 -0.552
H -7.789 2.860 3.407 0.444
H -7.152 2.908 5.052 0.256
H -5.430 3.903 3.313 0.368
H -5.586 2.398 2.378 -0.040
H -4.300 2.822 5.086 0.666
H -3.539 2.013 3.639 -0.148
H -7.646 0.422 4.689 0.536
H -6.812 0.453 3.107 0.010
C -2.356 1.670 -6.686 0.033
C -1.270 0.497 -6.569 -0.998
C -1.140 0.269 -5.041 1.981
S -2.829 0.431 -4.361 1.331
O -2.712 1.231 -3.135 -0.364
O -3.454 -0.911 -4.365 -0.847
C -3.583 1.292 -5.756 -1.334
H -2.692 1.940 -7.670 0.638
H -1.940 2.563 -6.222 -0.393
H -0.327 0.853 -7.014 0.411
H -1.526 -0.440 -7.022 0.537
H -0.562 0.996 -4.532 -1.309
H -0.837 -0.756 -4.735 -0.360
H -4.083 2.228 -5.477 0.457
H -4.273 0.616 -6.221 0.524
C 2.105 -7.030 -1.260 -0.717
C 1.993 -7.233 0.284 -0.773
C 1.842 -5.829 0.895 0.121
S 3.259 -4.972 0.107 0.769
O 4.422 -5.450 0.803 -0.697
O 3.052 -3.520 -0.060 -0.181
C 3.078 -5.863 -1.488 -0.178
H 1.176 -6.808 -1.753 0.307
H 2.550 -7.893 -1.663 0.488
H 3.016 -7.641 0.665 0.339
H 1.164 -7.919 0.492 0.238
H 1.980 -5.747 2.016 0.421
H 0.907 -5.271 0.704 -0.290
H 4.064 -6.127 -1.817 0.462
H 2.820 -5.019 -2.106 -0.317
```

Properties
Charge = 0
HOMO-LUMO gap = 8.133 eV
HOMO energy = -7.90 eV